Entry from the Open Molecules 2025 dataset: 4 unconnected molecules or ions with the total composition C4H17N3O3 in a non-equilibrium geometry (ωB97M-V/def2-TZVPD).

```
! wB97M-V def2-TZVPD RIJCOSX def2/J DEFGRID3
* xyz -1 2
C -2.775 0.787 -0.844
C -1.342 0.607 -1.402
C -0.303 -0.258 -0.710
N 1.874 -1.063 1.265
C 0.875 -0.245 1.405
N -0.064 0.333 0.557
N -3.104 0.008 0.430
H -2.972 1.854 -0.688
H -3.540 0.523 -1.628
H -0.960 1.569 -1.525
H -1.513 0.322 -2.518
H -0.546 -1.326 -0.750
H 0.564 -0.212 -1.415
H 2.247 -1.371 0.334
H 0.701 0.147 2.391
H -0.874 0.743 1.003
H -4.072 -0.065 0.456
H -2.746 -0.901 0.408
H 2.980 0.341 -1.548
H 3.809 0.345 -0.256
O 3.609 -0.161 -0.978
H -0.853 -2.947 2.716
H -0.106 -2.518 1.575
O -1.047 -2.558 1.897
H 1.404 2.112 -0.545
H 1.415 3.171 -1.616
O 1.862 2.459 -1.276
*
```

Summary:
Highest occupied orbital energy (alpha / beta): 0.86 / -6.08 eV
Gap between HOMO and LUMO (alpha / beta): 2.4 / 9.2 eV
Molecular weight: 155.20 g mol⁻¹
F_max: 0.0882 hartree/bohr